A 2-piece molecular cluster, C6H14N2O2 overall in a non-equilibrium geometry, computed with ωB97M-V/def2-TZVPD.

Orbital gap, eV: 9.44
Energy above the lowest of the compared OMol25 structures with the same formula, charge and spin, kcal/mol: 69.77
Structure (SMILES): CNC(C)=O.CNC(C)=O
Largest force on an atom, eV/Å: 5.829
Calculated total energy, eV: -13522.59883

Positions of all 24 atoms, in Å:
C  1.103  -2.235  -1.276
N  1.014  -0.802  -1.168
C  1.677  0.066  -1.944
C  1.696  1.512  -1.587
O  2.472  -0.377  -2.816
H  1.388  -2.909  -0.311
H  0.032  -2.413  -1.656
H  1.838  -2.704  -1.956
H  0.288  -0.533  -0.545
H  2.165  1.946  -0.721
H  2.467  1.963  -2.191
H  0.860  2.133  -1.480
C  -0.253  1.608  2.520
N  -1.263  0.506  2.613
C  -1.782  -0.052  1.415
C  -3.205  -0.714  1.444
O  -1.270  0.409  0.362
H  -0.160  1.907  1.465
H  -0.549  2.237  3.275
H  0.736  1.162  2.640
H  -1.743  0.410  3.410
H  -3.313  -1.623  0.911
H  -3.588  -0.823  2.480
H  -3.698  -0.051  0.761



A 2-piece molecular cluster, C5H12N overall in a non-equilibrium geometry, computed with ωB97M-V/def2-TZVPD.

Spin multiplicity: 2
Total charge: +2
Orbital gap (alpha / beta), eV: 8.10 / 4.98
Energy above the lowest of the compared OMol25 structures with the same formula, charge and spin, kcal/mol: 139.95
Largest force on an atom, eV/Å: 4.330
Calculated total energy, eV: -6843.59483

Positions of all 18 atoms, in Å:
C  1.925  1.103  1.032
C  2.519  0.021  0.127
C  1.563  -0.456  -1.014
C  0.302  -0.948  -0.474
C  -0.636  -0.258  0.157
N  -4.797  -0.252  0.080
H  0.806  0.966  0.813
H  1.940  0.909  2.070
H  2.243  2.150  0.845
H  3.531  0.363  -0.057
H  2.744  -0.824  0.789
H  1.312  0.343  -1.662
H  2.012  -1.228  -1.623
H  0.071  -1.911  -0.819
H  -1.588  -0.224  -0.462
H  -3.833  -0.268  0.453
H  -5.387  0.407  0.663
H  -4.729  0.107  -0.919



C32H20FeI2N4O4S as an isolated structure, computed with ωB97M-V/def2-TZVPD.

Total charge: -2
Orbital gap (alpha / beta), eV: 4.96 / 5.04
Largest force on an atom, eV/Å: 0.939
Calculated total energy, eV: -109085.16242

Positions of all 64 atoms, in Å:
Fe  -0.682  -0.388  -0.241
O  2.332  3.070  3.503
C  1.412  3.796  2.849
C  1.387  5.177  3.056
C  0.478  5.976  2.382
C  -0.427  5.415  1.488
C  -0.415  4.044  1.293
C  0.482  3.217  1.962
C  0.408  1.742  1.714
O  -0.520  1.313  0.977
N  1.347  1.027  2.312
N  1.184  -0.275  1.967
C  1.774  -1.171  2.642
C  1.513  -2.571  2.341
C  2.373  -3.540  2.861
C  2.205  -4.896  2.636
C  1.108  -5.292  1.864
C  0.225  -4.370  1.353
C  0.359  -2.956  1.555
O  -0.504  -2.171  1.050
H  2.190  2.107  3.182
H  2.104  5.600  3.750
H  0.486  7.048  2.547
H  -1.129  6.039  0.948
H  -1.098  3.564  0.602
H  2.440  -0.921  3.482
H  3.209  -3.197  3.467
H  2.899  -5.623  3.043
H  0.947  -6.348  1.663
H  -0.625  -4.683  0.756
I  -1.856  3.289  -3.862
C  -0.139  2.143  -3.564
C  0.926  2.242  -4.455
C  2.064  1.488  -4.300
I  3.604  1.704  -5.709
C  2.185  0.587  -3.212
C  3.293  -0.250  -2.947
C  3.276  -1.073  -1.852
C  2.164  -1.070  -0.998
N  1.123  -0.306  -1.232
C  1.104  0.506  -2.310
C  -0.133  1.267  -2.462
O  -1.082  1.114  -1.646
H  0.848  2.930  -5.286
H  4.148  -0.226  -3.610
H  4.112  -1.722  -1.625
H  2.121  -1.701  -0.115
S  -3.268  -3.039  -2.729
C  -1.658  -3.343  -3.256
C  -0.743  -2.594  -2.579
C  -1.300  -1.729  -1.581
C  -2.663  -1.880  -1.577
C  -3.463  -1.134  -0.638
C  -4.860  -1.153  -0.550
C  -5.484  -0.376  0.405
C  -4.716  0.414  1.255
C  -3.338  0.386  1.102
N  -2.731  -0.363  0.194
H  -1.481  -4.057  -4.048
H  0.320  -2.665  -2.791
H  -5.431  -1.770  -1.232
H  -6.565  -0.382  0.487
H  -5.167  1.040  2.013
H  -2.674  0.990  1.710



C18H24FN6S5SeW as an isolated structure in a non-equilibrium geometry, computed with ωB97M-V/def2-TZVPD.

Total charge: +1
Orbital gap (alpha / beta), eV: 5.07 / 5.07
Energy above the lowest of the compared OMol25 structures with the same formula, charge and spin, kcal/mol: 17.96
Largest force on an atom, eV/Å: 1.192
Calculated total energy, eV: -152057.05378

Positions of all 56 atoms, in Å:
W  -0.358  -2.016  0.441
C  0.428  1.334  -2.383
C  -0.738  0.377  -2.570
N  -1.897  0.717  -1.705
C  -3.079  1.256  -2.392
C  -2.851  2.654  -2.943
C  -1.789  0.727  -0.395
C  -2.725  1.537  0.449
N  -0.813  0.024  0.194
H  1.197  1.093  -3.116
H  0.878  1.255  -1.394
H  0.120  2.368  -2.544
H  -0.435  -0.652  -2.401
H  -1.109  0.436  -3.592
H  -3.922  1.231  -1.705
H  -3.310  0.555  -3.195
H  -2.621  3.363  -2.148
H  -3.747  2.998  -3.458
H  -2.030  2.674  -3.660
H  -3.024  2.466  -0.030
H  -2.252  1.757  1.403
H  -3.615  0.943  0.667
H  -0.556  0.410  1.099
F  0.732  -1.138  1.773
Se  -1.782  -2.834  -1.072
C  0.772  -4.143  1.180
N  -0.250  -3.840  1.701
S  -2.182  -1.518  2.261
C  -3.258  -2.805  2.493
N  -3.021  -4.089  2.361
C  -4.168  -4.981  2.521
C  -5.160  -4.218  3.391
S  -4.878  -2.460  2.996
H  -2.084  -4.392  2.113
H  -3.846  -5.909  2.990
H  -4.590  -5.207  1.539
H  -4.974  -4.371  4.452
H  -6.188  -4.481  3.160
S  5.933  -0.395  2.231
C  4.696  -0.565  1.176
S  3.707  -2.019  1.040
C  2.748  -1.222  -0.146
N  3.103  -0.026  -0.449
N  4.193  0.339  0.278
C  4.686  1.670  0.088
C  6.019  1.870  -0.234
C  6.469  3.167  -0.431
C  5.597  4.238  -0.314
C  4.264  4.019  0.004
C  3.802  2.730  0.212
S  1.398  -1.934  -1.036
H  6.689  1.028  -0.322
H  7.508  3.336  -0.681
H  5.957  5.246  -0.468
H  3.584  4.855  0.100
H  2.768  2.541  0.467



A single C5H8N2 molecule in a non-equilibrium geometry, computed with ωB97M-V/def2-TZVPD.

Orbital gap, eV: 9.57
Energy above the lowest of the compared OMol25 structures with the same formula, charge and spin, kcal/mol: 10.25
Structure (SMILES): CCn1ccnc1
Largest force on an atom, eV/Å: 1.145
Calculated total energy, eV: -8294.55171

Positions of all 15 atoms, in Å:
C  1.019  1.418  -1.206
C  -0.338  1.099  -0.566
N  -0.357  -0.146  0.260
C  0.055  -0.513  1.533
C  -0.261  -1.849  1.658
N  -0.829  -2.337  0.505
C  -0.869  -1.299  -0.280
H  0.985  2.358  -1.779
H  1.773  1.528  -0.426
H  1.340  0.627  -1.894
H  -1.077  0.998  -1.384
H  -0.684  1.949  0.027
H  0.631  -0.012  2.314
H  -0.087  -2.501  2.510
H  -1.301  -1.321  -1.273



A single C5H5N molecule in a non-equilibrium geometry, computed with ωB97M-V/def2-TZVPD.

Orbital gap, eV: 9.32
Energy above the lowest of the compared OMol25 structures with the same formula, charge and spin, kcal/mol: 99.91
Structure (SMILES): C=C1CC1=C=N
Largest force on an atom, eV/Å: 4.285
Calculated total energy, eV: -6751.57540

Positions of all 11 atoms, in Å:
C  -1.975  -0.996  0.042
C  -0.868  -0.202  0.005
C  -0.305  1.179  0.103
C  0.609  0.000  0.026
C  1.851  -0.178  -0.119
N  3.052  -0.248  0.057
H  -2.079  -2.036  -0.128
H  -2.922  -0.659  0.238
H  -0.617  1.844  -0.642
H  -0.510  1.691  1.010
H  3.763  -0.397  -0.592